{"formula": "C11H16O3", "method": "wB97M-V/def2-TZVPD", "relative_energy_kcal_mol": 153.49, "spin_multiplicity": 1, "e_tot_ha": -654.2378, "lumo_energy_ha": 0.0267, "e_homo_ha": -0.3161, "gap_ev": 9.3, "symbols": ["C", "C", "C", "C", "C", "C", "C", "C", "C", "C", "C", "H", "H", "H", "H", "H", "H", "H", "H", "H", "H", "H", "H", "H", "H", "H", "H", "O", "O", "O"], "coordinates": [[0.88959, 1.73627, -3.32196], [0.76884, -0.04177, -1.70850], [1.80271, -0.24009, -0.77844], [1.34266, -0.71994, 0.48689], [0.01770, -0.95823, 0.83015], [-0.22826, -1.16504, 2.29894], [0.61537, -0.33675, 3.23986], [0.15731, 1.16586, 3.47543], [-1.01754, -0.64310, -0.12381], [-0.65595, -0.18784, -1.31322], [-1.75157, -0.80079, -3.30181], [-0.13138, 2.08216, -2.41939], [1.99370, 2.38561, -3.08207], [0.66738, 1.57370, -4.51524], [2.84198, -0.04788, -1.06226], [2.00063, -0.69341, 1.36858], [-1.28315, -0.94699, 2.57710], [-0.25398, -2.34140, 2.41564], [1.69058, -0.42096, 3.05794], [0.33700, -0.89494, 4.29328], [0.44063, 1.34208, 4.65389], [0.58523, 1.90540, 2.77054], [-1.46360, 0.32971, 2.63893], [-1.98855, -0.63385, 0.26102], [-2.65100, -0.47553, -3.88352], [-1.90116, -1.81175, -2.90189], [-0.94419, -0.80574, -3.99499], [0.94947, 0.24193, -3.01495], [-1.34875, 1.12006, 3.40271], [-1.48170, 0.28324, -2.34887]], "forces_ev_per_a": [[-0.724, -0.773, 1.040], [-0.858, -0.799, 1.705], [-2.178, -0.475, -0.410], [0.569, 0.698, 0.320], [0.513, 1.796, -1.294], [-1.261, -2.437, -0.854], [-0.719, -1.207, 3.496], [-1.463, -1.695, 2.267], [1.586, -0.791, 2.686], [2.761, 1.494, -3.772], [-1.226, 1.381, -0.468], [3.301, -0.369, -3.557], [-3.411, -2.198, -0.683], [0.292, 1.503, 3.155], [-0.405, -0.170, 0.329], [0.210, -0.428, -1.102], [0.334, -0.816, -0.493], [0.625, 2.234, 0.556], [-0.310, 0.035, 0.383], [1.178, 1.482, -2.251], [-0.663, 0.190, -3.215], [-0.284, -0.379, 0.504], [-0.024, 3.883, 3.039], [-1.669, -0.129, 0.020], [0.575, -0.368, 0.689], [-0.004, 0.518, 0.447], [0.792, -0.276, -0.510], [1.313, 2.410, -0.347], [1.966, -2.099, -2.740], [-0.817, -2.217, 1.064]]}